Computed, not measured: the ion C29H53I2N2O3 with charge +1 in a non-equilibrium geometry, with ωB97M-V/def2-TZVPD.

Properties
- E_HOMO (eV) = -11.34
- electronic energy (eV) = -56250.2288
- SMILES string = CCCCCCCCCCCn1c(CCCI)c(CCCI)[n+](CCCCOC(C)=O)c1OCCC
- 2S+1 = 1
- HOMO-LUMO gap (eV) = 8.96
- total charge = +1

Element x y z (Å)
1 C 11.75752 -1.19967 0.85691
2 C 10.31864 -0.96049 1.36753
3 C 9.54992 0.06122 0.48006
4 C 8.52498 -0.67160 -0.42519
5 C 7.16279 -0.78010 0.32158
6 C 6.15581 0.29407 -0.18021
7 C 4.87211 -0.35121 -0.79192
8 C 3.61049 0.26291 -0.14124
9 C 2.39719 -0.68675 -0.17027
10 C 1.07433 0.08116 -0.39078
11 C 0.07106 -0.18957 0.72452
12 N -1.30670 0.26421 0.51335
13 C -2.29759 0.07734 1.49409
14 C -1.86245 -0.55315 2.79415
15 C -2.87424 -0.53696 3.94622
16 C -3.62894 -1.87184 3.94628
17 I -5.38955 -1.69742 5.16537
18 C -3.46582 0.52607 1.01341
19 C -4.81087 0.50880 1.67743
20 C -6.01217 0.21568 0.74500
21 C -7.26436 0.18520 1.63703
22 I -8.97982 0.56041 0.38369
23 N -3.16711 1.02777 -0.25621
24 C -4.09593 1.65562 -1.18905
25 C -4.54270 0.72451 -2.34693
26 C -4.20711 -0.75926 -2.15083
27 C -5.08445 -1.61922 -3.05040
28 O -6.42060 -1.64477 -2.53368
29 C -6.75966 -2.68568 -1.70857
30 C -5.71988 -3.43864 -0.89388
31 O -7.93628 -2.98521 -1.59501
32 C -1.89386 0.86629 -0.52102
33 O -1.34187 1.25510 -1.65651
34 C -0.62361 2.54973 -1.58371
35 C -1.31773 3.65878 -2.33127
36 C -0.30368 4.81973 -2.52734
37 H 12.05440 -0.40149 0.18846
38 H 12.42802 -1.25049 1.70527
39 H 11.78503 -2.13416 0.30715
40 H 10.29091 -0.59893 2.39186
41 H 9.73959 -1.87741 1.34096
42 H 9.03436 0.77108 1.12051
43 H 10.20794 0.62626 -0.17596
44 H 8.85481 -1.68365 -0.63696
45 H 8.42439 -0.08402 -1.33168
46 H 6.78341 -1.79002 0.19635
47 H 7.30381 -0.61383 1.38499
48 H 6.59485 0.94276 -0.93066
49 H 5.89339 0.92564 0.66154
50 H 4.85033 -0.05208 -1.83541
51 H 4.85994 -1.42416 -0.65247
52 H 3.41026 1.19032 -0.67230
53 H 3.80430 0.51728 0.89782
54 H 2.36162 -1.30810 0.71866
55 H 2.54039 -1.34332 -1.02409
56 H 1.28317 1.14100 -0.40002
57 H 0.63779 -0.22658 -1.33460
58 H 0.47042 0.20460 1.65155
59 H 0.02983 -1.26770 0.86647
60 H -1.50739 -1.55989 2.57389
61 H -0.99300 0.00475 3.13332
62 H -2.29796 -0.53042 4.86426
63 H -3.54556 0.30495 3.92169
64 H -3.01184 -2.67550 4.31798
65 H -3.96920 -2.10721 2.94474
66 H -4.98968 1.51557 2.05377
67 H -4.87353 -0.21686 2.46750
68 H -5.91845 -0.76592 0.30121
69 H -6.17883 1.00173 0.02816
70 H -7.42155 -0.77946 2.09678
71 H -7.24400 1.00020 2.34734
72 H -4.92103 2.12351 -0.67961
73 H -3.55476 2.45919 -1.66442
74 H -5.58832 0.88428 -2.59084
75 H -3.97469 1.02329 -3.22313
76 H -4.32698 -1.08971 -1.12424
77 H -3.16084 -0.91394 -2.41379
78 H -5.13379 -1.15242 -4.02837
79 H -4.68711 -2.61690 -3.19872
80 H -5.39353 -2.85988 -0.03396
81 H -4.81462 -3.67151 -1.44456
82 H -6.16410 -4.35402 -0.53562
83 H 0.35771 2.36978 -2.00627
84 H -0.47770 2.78166 -0.53222
85 H -1.73821 3.31406 -3.26891
86 H -2.11466 4.05256 -1.70602
87 H -0.75249 5.75725 -2.23077
88 H 0.54560 4.64772 -1.86947
89 H 0.01965 4.82708 -3.55977

Computed, not measured: a cluster of 2 separate species, CH6NO in total in a non-equilibrium geometry, with ωB97M-V/def2-TZVPD.

Properties
- E_HOMO (eV) = -2.39
- electronic energy (eV) = -4670.8191
- 2S+1 = 1
- HOMO-LUMO gap (eV) = 6.82
- total charge = -1
- relative energy (zero: lowest compared OMol25 entry of this formula, charge and spin) (kcal per mole) = 12.6

Element x y z (Å)
1 O 2.24396 0.10183 -1.21852
2 H 1.74577 -0.28018 -1.99816
3 C -1.13377 0.25236 0.36717
4 N 0.27115 -0.11077 0.83452
5 H -1.21580 0.56282 -0.70550
6 H -1.61010 1.10345 0.82454
7 H -1.72728 -0.58734 0.60982
8 H 0.27679 -1.11893 0.95170
9 H 1.14928 0.07675 0.33444

Computed, not measured: a structure of composition C45H60N10Pt in a non-equilibrium geometry, with ωB97M-V/def2-TZVPD.

Properties
- E_HOMO (spin up / spin down) (eV) = -11.95 / -11.94
- electronic energy (eV) = -65774.1917
- 2S+1 = 1
- HOMO-LUMO gap (spin up / spin down) (eV) = 3.99 / 4.00
- total charge = +2

Element x y z (Å)
1 Pt 0.14912 -0.20711 -0.33798
2 C 3.10646 -2.26716 4.82608
3 C 3.89254 -1.76358 3.61168
4 C 3.08743 -0.85487 2.74827
5 C 3.14124 0.50626 2.67494
6 C 4.02084 1.44023 3.42602
7 C 5.27961 1.76598 2.61209
8 C 2.19405 0.91255 1.64307
9 C 2.00516 2.21329 1.22155
10 C 1.12153 2.64558 0.21373
11 C 0.92645 3.99935 -0.18113
12 C 1.66502 5.18749 0.32530
13 C 2.82987 5.55863 -0.60154
14 C -0.07517 3.97893 -1.15069
15 C -0.45939 2.60755 -1.30384
16 C -1.51402 2.17209 -2.13519
17 C -1.90939 0.86845 -2.32378
18 N -1.29833 -0.21890 -1.78838
19 C -1.95032 -1.32058 -2.26798
20 C -1.63146 -2.62745 -1.96746
21 C -0.67955 -3.05031 -1.01874
22 N 0.03186 -2.23484 -0.20975
23 C 0.80712 -3.04570 0.58174
24 C 1.72509 -2.58925 1.55258
25 C 2.07785 -1.28053 1.79252
26 N 1.56070 -0.18591 1.15168
27 C 0.59329 -4.41556 0.25839
28 C -0.35505 -4.43439 -0.76365
29 C -0.99596 -5.53369 -1.53564
30 C -0.51509 -6.96030 -1.31429
31 C 1.39184 -5.52498 0.84734
32 C 2.74443 -5.61963 0.12817
33 C -3.04187 -0.92143 -3.13949
34 C -3.04072 0.44521 -3.16173
35 C -3.94045 1.44878 -3.79246
36 C -5.21997 0.92835 -4.43635
37 C -3.94545 -1.91734 -3.78083
38 C -5.03297 -2.40399 -2.81552
39 N 0.28579 1.81827 -0.49305
40 C -0.63078 5.11504 -1.92615
41 C -0.17195 5.06906 -3.39195
42 H 3.72375 -2.94998 5.40233
43 H 2.20306 -2.78975 4.52395
44 H 2.82305 -1.43784 5.46856
45 H 4.23459 -2.61721 3.02242
46 H 4.77622 -1.23087 3.96221
47 H 4.31095 0.98571 4.37425
48 H 3.47703 2.36060 3.65009
49 H 5.84129 0.85708 2.40975
50 H 5.91342 2.45434 3.16390
51 H 5.01305 2.22372 1.66152
52 H 2.58131 2.97787 1.71758
53 H 2.04588 4.99941 1.33104
54 H 0.98427 6.03882 0.38456
55 H 3.53528 4.73411 -0.67893
56 H 3.34798 6.42978 -0.21066
57 H 2.46666 5.79601 -1.59803
58 H -2.06070 2.94643 -2.64845
59 H -2.17064 -3.40480 -2.48417
60 H 2.23150 -3.34654 2.12958
61 H -0.88762 -5.28952 -2.59896
62 H -2.07305 -5.50391 -1.32597
63 H 0.55806 -7.05634 -1.45146
64 H -0.99846 -7.61171 -2.03845
65 H -0.78850 -7.30853 -0.32209
66 H 0.86655 -6.47075 0.75111
67 H 1.55893 -5.34852 1.91194
68 H 2.60012 -5.76652 -0.93999
69 H 3.31340 -6.45682 0.52078
70 H 3.32222 -4.70782 0.26844
71 H -3.37473 2.01128 -4.54496
72 H -4.21355 2.16707 -3.01132
73 H -5.00911 0.37331 -5.34666
74 H -5.85758 1.76823 -4.70183
75 H -5.77337 0.29660 -3.74798
76 H -3.35688 -2.77304 -4.11843
77 H -4.41766 -1.48854 -4.65939
78 H -4.59596 -2.86324 -1.93084
79 H -5.66698 -3.12999 -3.31764
80 H -5.65820 -1.57832 -2.48548
81 H -0.30733 6.05548 -1.48127
82 H -1.72338 5.08775 -1.89549
83 H 0.91087 5.14648 -3.45694
84 H -0.60859 5.89779 -3.94254
85 H -0.47165 4.13833 -3.86841
86 C 4.93943 1.24249 -3.11604
87 N 3.99840 0.37173 -2.46779
88 C 4.27199 -0.83469 -1.89985
89 C 3.08538 -1.32628 -1.44179
90 N 2.10108 -0.43297 -1.72337
91 C 2.67970 0.57912 -2.33884
92 H 5.92913 0.79275 -3.07983
93 H 4.96838 2.21183 -2.61599
94 H 4.65872 1.39446 -4.15857
95 H 5.26091 -1.24116 -1.85725
96 H 2.89015 -2.25982 -0.95874
97 H 2.17460 1.45023 -2.70828
98 C -4.21869 0.06273 4.53554
99 C -4.29089 1.58322 4.44052
100 C -5.38481 2.01584 3.47104
101 C -2.93338 2.19052 4.02821
102 N -2.42206 1.58234 2.83380
103 C -1.57370 0.55074 2.69550
104 N -1.45670 0.30297 1.40607
105 N -2.23267 1.18269 0.78167
106 N -2.80754 1.93938 1.61478
107 H -5.16002 -0.32181 4.91644
108 H -3.42788 -0.25842 5.20973
109 H -4.05541 -0.38228 3.55495
110 H -4.51021 1.98752 5.43133
111 H -5.10291 1.79173 2.44421
112 H -5.57729 3.08202 3.54776
113 H -6.30642 1.48588 3.69328
114 H -2.19461 2.05465 4.81925
115 H -3.06564 3.25449 3.82264
116 H -1.09192 0.02882 3.49435